Entry 1:
{
  "formula": "C25H20Br4N3O2SSbTi",
  "method": "ωB97M-V/def2-TZVPD",
  "species": ["Ti", "Br", "C", "C", "Br", "C", "Br", "C", "O", "C", "O", "C", "Br", "N", "N", "C", "N", "S", "H", "H", "H", "H", "H", "C", "C", "C", "C", "C", "C", "Sb", "C", "C", "C", "C", "C", "C", "C", "C", "C", "C", "C", "C", "H", "H", "H", "H", "H", "H", "H", "H", "H", "H", "H", "H", "H", "H", "H"],
  "positions_angstrom": [[-0.915, 0.515, -0.535], [5.646, 1.186, -2.728], [3.811, 0.751, -2.655], [3.184, 0.127, -3.730], [4.159, -0.288, -5.292], [1.823, -0.195, -3.665], [0.886, -0.909, -5.136], [1.099, 0.078, -2.514], [-0.193, -0.140, -2.321], [1.739, 0.722, -1.438], [0.928, 1.016, -0.418], [3.074, 1.068, -1.509], [3.818, 1.951, -0.022], [-2.786, -0.348, 1.351], [-1.730, 0.117, 2.168], [-0.975, 1.087, 1.459], [0.088, 1.565, 2.257], [-1.886, 2.327, 0.498], [-3.552, 0.323, 1.306], [-3.125, -1.239, 1.696], [-2.023, 0.447, 3.086], [0.737, 0.815, 2.468], [0.602, 2.280, 1.756], [0.925, -5.606, -3.423], [0.247, -4.534, -3.985], [-0.420, -3.627, -3.174], [-0.408, -3.791, -1.795], [0.280, -4.862, -1.231], [0.942, -5.769, -2.044], [-1.345, -2.356, -0.533], [-2.380, -3.605, 0.857], [-3.768, -3.724, 0.855], [-4.405, -4.505, 1.812], [-3.662, -5.173, 2.775], [-2.280, -5.052, 2.788], [-1.642, -4.265, 1.839], [-2.969, -1.768, -1.797], [-3.334, -0.433, -1.969], [-4.403, -0.088, -2.785], [-5.119, -1.071, -3.450], [-4.757, -2.403, -3.302], [-3.690, -2.744, -2.483], [1.446, -6.310, -4.058], [0.247, -4.392, -5.058], [-0.928, -2.781, -3.621], [0.300, -5.003, -0.156], [1.476, -6.600, -1.600], [-4.361, -3.211, 0.108], [-5.484, -4.591, 1.801], [-4.159, -5.783, 3.518], [-1.695, -5.562, 3.543], [-0.564, -4.157, 1.879], [-2.863, 0.436, -1.498], [-4.665, 0.955, -2.906], [-5.950, -0.799, -4.087], [-5.301, -3.179, -3.825], [-3.411, -3.787, -2.381]],
  "mulliken_charge": [0.004, -0.172, 0.346, 0.125, -0.178, -0.185, -0.134, 0.321, -0.167, 0.214, -0.380, -0.320, -0.143, -0.390, -0.303, 0.469, -0.565, -0.369, 0.307, 0.236, 0.260, 0.270, 0.298, -0.533, -0.737, -0.234, 0.314, -0.611, -0.550, 1.612, 0.234, -0.070, -0.669, -0.491, -0.639, -0.741, 0.448, -0.403, -0.959, -0.521, -0.713, -0.170, 0.382, 0.384, 0.594, 0.148, 0.410, 0.381, 0.411, 0.386, 0.402, 0.345, 0.271, 0.454, 0.399, 0.413, 0.509],
  "homo_ev": -7.7,
  "orbital_gap_ev": 7.32,
  "de_lowest_ev": 0.834,
  "lumo_ev": -0.4,
  "total_charge": 0
}



Entry 2:
{
  "formula": "C25H20ClF3O2PPd",
  "method": "ωB97M-V/def2-TZVPD",
  "species": ["C", "C", "C", "H", "C", "C", "H", "H", "H", "H", "Pd", "Cl", "P", "C", "C", "H", "C", "H", "C", "H", "C", "H", "C", "H", "C", "C", "H", "C", "H", "C", "H", "C", "H", "C", "H", "C", "C", "H", "C", "H", "C", "H", "C", "H", "C", "H", "F", "C", "F", "F", "C", "O", "O"],
  "positions_angstrom": [[-3.707, 3.145, -0.580], [-2.778, 2.199, -1.025], [-3.010, 1.006, -0.324], [-1.998, 2.368, -1.768], [-4.085, 1.215, 0.548], [-4.520, 2.534, 0.383], [-5.392, 2.984, 0.864], [-3.816, 4.163, -0.963], [-2.482, 0.065, -0.459], [-4.516, 0.478, 1.227], [-2.602, 2.456, 0.918], [-0.478, -0.060, 1.190], [0.847, -1.031, 0.039], [0.109, -2.534, -0.618], [0.522, -3.052, -1.866], [1.228, -2.496, -2.486], [0.023, -4.275, -2.317], [0.350, -4.668, -3.282], [-0.887, -4.994, -1.535], [-1.263, -5.958, -1.882], [-1.318, -4.473, -0.310], [-2.035, -5.029, 0.297], [-0.833, -3.247, 0.146], [-1.180, -2.834, 1.093], [1.454, -0.055, -1.330], [0.514, 0.457, -2.243], [-0.552, 0.348, -2.039], [0.951, 1.072, -3.415], [0.217, 1.485, -4.109], [2.321, 1.143, -3.702], [2.654, 1.591, -4.639], [3.260, 0.640, -2.795], [4.327, 0.699, -3.016], [2.835, 0.051, -1.602], [3.569, -0.335, -0.891], [2.220, -1.438, 1.135], [2.805, -2.720, 1.164], [2.406, -3.518, 0.534], [3.901, -2.968, 1.996], [4.351, -3.962, 2.015], [4.418, -1.949, 2.804], [5.266, -2.149, 3.461], [3.847, -0.672, 2.770], [4.258, 0.130, 3.385], [2.746, -0.420, 1.951], [2.292, 0.572, 1.940], [-2.718, 6.416, 3.427], [-2.772, 5.308, 2.671], [-3.996, 4.712, 2.876], [-2.724, 5.692, 1.349], [-1.630, 4.278, 2.965], [-0.805, 4.488, 3.818], [-1.592, 3.144, 2.233]],
  "mulliken_spin": [0.130, 0.218, 0.077, 0.066, 0.172, 0.198, 0.014, 0.023, 0.068, 0.037, 1.431, 0.203, 0.424, 0.016, -0.003, -0.004, -0.012, -0.002, 0.044, 0.004, -0.020, 0.000, 0.060, 0.011, -0.009, 0.123, 0.049, -0.057, -0.001, 0.100, 0.011, -0.026, -0.003, 0.034, 0.005, 0.000, 0.005, -0.008, -0.008, 0.000, 0.028, 0.003, -0.009, 0.000, 0.044, -0.006, 0.000, -0.004, 0.004, 0.006, -0.010, 0.144, 0.426],
  "homo_ev": [-6.9, -11.7],
  "spin_multiplicity": 5,
  "orbital_gap_ev": [4.51, 3.39],
  "lumo_ev": [-2.4, -8.3],
  "s_squared": 6.02,
  "total_charge": 1
}



Entry 3:
{
  "formula": "C25H20ClN5O3S",
  "method": "ωB97M-V/def2-TZVPD",
  "species": ["C", "C", "C", "C", "C", "N", "C", "S", "C", "C", "O", "N", "N", "C", "C", "C", "C", "C", "C", "C", "C", "O", "O", "N", "N", "C", "C", "C", "C", "C", "Cl", "C", "C", "C", "C", "H", "H", "H", "H", "H", "H", "H", "H", "H", "H", "H", "H", "H", "H", "H", "H", "H", "H", "H", "H"],
  "positions_angstrom": [[-3.166, -4.936, 1.663], [-2.678, -3.725, 0.930], [-2.018, -3.846, -0.287], [-1.587, -2.728, -0.974], [-1.811, -1.466, -0.439], [-1.393, -0.330, -1.162], [-2.198, 0.673, -1.618], [-3.862, 0.907, -1.144], [-3.768, 2.687, -0.665], [-2.572, 2.853, 0.247], [-2.581, 2.563, 1.421], [-1.455, 3.304, -0.409], [-0.261, 3.011, 0.133], [0.822, 3.050, -0.527], [1.998, 2.499, 0.115], [3.276, 2.654, -0.414], [4.363, 2.069, 0.209], [4.185, 1.323, 1.363], [2.916, 1.151, 1.894], [1.823, 1.734, 1.278], [0.423, 1.472, 1.751], [-0.225, 0.536, 1.344], [0.017, 2.284, 2.717], [-1.524, 1.500, -2.374], [-0.259, 1.078, -2.402], [-0.163, -0.016, -1.678], [1.118, -0.624, -1.380], [1.329, -1.433, -0.267], [2.604, -1.861, 0.048], [3.672, -1.483, -0.749], [5.269, -1.985, -0.329], [3.478, -0.691, -1.871], [2.205, -0.264, -2.180], [-2.472, -1.323, 0.774], [-2.895, -2.452, 1.447], [-2.632, -5.827, 1.344], [-4.228, -5.086, 1.465], [-3.042, -4.813, 2.737], [-1.840, -4.826, -0.705], [-1.073, -2.826, -1.920], [-4.697, 2.870, -0.127], [-3.710, 3.287, -1.570], [-1.500, 3.464, -1.420], [0.891, 3.406, -1.557], [3.410, 3.233, -1.316], [5.352, 2.190, -0.206], [5.035, 0.863, 1.845], [2.774, 0.556, 2.784], [-0.953, 2.211, 2.809], [0.510, -1.693, 0.382], [2.772, -2.475, 0.919], [4.319, -0.407, -2.484], [2.029, 0.369, -3.035], [-2.620, -0.342, 1.194], [-3.403, -2.343, 2.394]],
  "mulliken_charge": [-1.479, 1.118, -1.015, 0.042, -0.791, 0.677, 0.576, -0.145, -0.600, 0.221, -0.553, -0.399, -0.145, -0.445, 0.742, -0.814, -0.657, -0.589, -0.400, 0.420, 0.294, -0.438, -0.529, -0.928, -0.313, -0.104, 0.708, 0.113, -1.084, 0.505, -0.224, -0.849, -0.474, 0.322, -1.262, 0.378, 0.280, 0.379, 0.361, 0.499, 0.431, 0.347, 0.473, 0.350, 0.419, 0.429, 0.441, 0.510, 0.568, 0.392, 0.452, 0.446, 0.506, 0.437, 0.401],
  "homo_ev": -8.1,
  "orbital_gap_ev": 8.33,
  "de_lowest_ev": 0.098,
  "lumo_ev": 0.2,
  "total_charge": 0
}



Entry 4:
{
  "formula": "C25H20F4N7S2Ti",
  "method": "ωB97M-V/def2-TZVPD",
  "species": ["Ti", "C", "N", "C", "C", "C", "N", "C", "C", "F", "C", "F", "C", "C", "F", "C", "F", "H", "H", "H", "H", "H", "H", "H", "H", "H", "H", "H", "S", "N", "C", "C", "C", "C", "C", "N", "C", "C", "N", "C", "C", "C", "C", "C", "N", "H", "H", "H", "H", "H", "H", "S", "C", "C", "N", "C", "H", "H", "H"],
  "positions_angstrom": [[0.003, 0.092, 0.464], [0.548, -1.992, -1.776], [0.880, -1.876, -0.350], [0.435, -3.095, 0.340], [2.343, -1.712, -0.164], [2.832, -0.352, -0.633], [1.919, 0.638, -0.080], [2.173, 1.976, -0.138], [1.273, 2.854, 0.495], [0.194, 2.295, 1.157], [1.378, 4.224, 0.478], [0.446, 4.945, 1.109], [2.420, 4.845, -0.180], [3.329, 4.019, -0.816], [4.352, 4.560, -1.479], [3.219, 2.641, -0.805], [4.138, 1.927, -1.484], [-0.534, -2.062, -1.887], [1.010, -2.886, -2.215], [0.894, -1.115, -2.318], [0.924, -3.985, -0.074], [-0.644, -3.204, 0.223], [0.677, -3.027, 1.400], [2.871, -2.525, -0.678], [2.539, -1.806, 0.907], [2.873, -0.318, -1.728], [3.860, -0.225, -0.286], [2.523, 5.919, -0.195], [-6.229, 3.904, -1.772], [-6.061, 2.770, -0.641], [-4.814, 2.335, -0.718], [-4.226, 1.316, 0.127], [-4.916, 0.675, 1.151], [-4.254, -0.277, 1.909], [-2.922, -0.550, 1.624], [-2.241, 0.060, 0.654], [-2.884, 0.986, -0.097], [-2.118, 1.617, -1.170], [-0.845, 1.205, -1.310], [-0.116, 1.750, -2.283], [-0.601, 2.732, -3.138], [-1.894, 3.179, -2.980], [-2.679, 2.612, -1.978], [-4.061, 2.970, -1.735], [-4.750, 3.879, -2.405], [-5.951, 0.928, 1.335], [-4.752, -0.807, 2.708], [-2.386, -1.305, 2.181], [0.901, 1.392, -2.373], [0.043, 3.136, -3.906], [-2.310, 3.948, -3.616], [0.812, -1.012, 5.106], [1.891, 0.135, 4.448], [1.600, 0.353, 3.145], [0.535, -0.380, 2.657], [0.040, -1.140, 3.601], [2.670, 0.589, 5.036], [2.127, 1.018, 2.480], [-0.783, -1.820, 3.452]],
  "mulliken_spin": [1.715, 0.047, -0.103, 0.059, 0.044, -0.016, -0.071, -0.056, 0.037, 0.014, 0.008, 0.000, -0.002, 0.001, 0.000, -0.003, 0.000, 0.001, 0.010, -0.003, 0.008, -0.007, 0.006, 0.005, -0.001, -0.005, 0.000, 0.000, -0.003, -0.002, -0.009, -0.012, 0.052, -0.001, 0.065, -0.001, 0.007, 0.045, 0.039, 0.049, -0.006, 0.031, -0.007, -0.004, -0.001, 0.002, 0.000, -0.001, 0.007, 0.000, 0.001, 0.006, -0.004, 0.035, -0.003, 0.037, 0.000, 0.000, -0.008],
  "homo_ev": [-9.1, -10.3],
  "spin_multiplicity": 3,
  "orbital_gap_ev": [5.76, 6.87],
  "de_lowest_ev": 0.000,
  "lumo_ev": [-3.3, -3.4],
  "s_squared": 2.01,
  "total_charge": 1
}



What is the formula in the third record? C25H20ClN5O3S



What is the formula in the fourth record? C25H20F4N7S2Ti